Model i:
Molecular formula: C4H5N2
Method: DFT, ωB97M-V with the def2-TZVPD basis set

```
11
Properties=species:S:1:pos:R:3
C -1.69 -0.47 0.02
C 1.35 0.79 0.01
C -0.22 -0.57 0.49
C -0.14 0.86 0.28
N -1.28 0.87 -0.31
N 1.02 -0.75 0.02
H -1.83 -0.97 -0.83
H -2.39 -0.67 0.84
H 1.62 1.14 -0.88
H 1.90 1.17 0.79
H 1.66 -1.39 -0.42
```

Summary:
**HOMO**: -15.68 eV
**2S+1**: 1
**Charge**: +1
**Frontier orbital gap**: 9.73 eV

Model ii:
Molecular formula: C4H5N2
Method: DFT, ωB97M-V with the def2-TZVPD basis set

```
11
Properties=species:S:1:pos:R:3
C 1.43 1.37 -0.08
C 0.33 0.55 0.17
C 0.05 -0.90 0.08
C -1.38 -1.03 -0.02
N -1.86 0.22 -0.03
N -1.03 1.11 0.10
H 1.06 2.47 -0.19
H 2.39 1.07 -0.34
H 0.14 -1.46 1.00
H 0.77 -1.53 -0.53
H -1.90 -1.87 -0.16
```

Summary:
**HOMO (spin up / spin down)**: -15.29 / -15.29 eV
**2S+1**: 1
**Structure (SMILES)**: C=C1CC=[N+]=N1
**Charge**: +1
**Frontier orbital gap (spin up / spin down)**: 7.28 / 7.28 eV

Model iii:
Molecular formula: C4H5N2
Method: DFT, ωB97M-V with the def2-TZVPD basis set

```
11
Properties=species:S:1:pos:R:3
N -2.07 -0.47 -0.08
C -1.49 0.56 0.06
C -0.30 0.97 0.38
C 1.09 1.38 -0.10
C 0.61 -0.03 0.02
N 0.71 -1.35 -0.07
H -2.80 -0.89 0.38
H 1.18 1.67 -1.18
H 1.71 1.85 0.72
H -0.17 -1.87 0.04
H 1.53 -1.82 -0.17
```

Summary:
**HOMO**: -14.58 eV
**2S+1**: 1
**Structure (SMILES)**: N=C=C1CC1=[NH2+]
**Charge**: +1
**Frontier orbital gap**: 9.68 eV

We find model iii to be the most stable, with the next structure 0.646 eV higher.

Model i:
Molecular formula: H2N3P3
Method: DFT, ωB97M-V with the def2-TZVPD basis set

```
8
Properties=species:S:1:pos:R:3
N -1.20 0.66 0.47
N 0.70 -0.94 -0.42
N 1.49 1.05 0.21
P -2.47 -0.11 -0.19
P 2.17 -0.37 0.06
P 0.01 0.68 -0.68
H -0.98 0.74 1.45
H 0.28 -1.71 -0.89
```

Summary:
**HOMO (spin up / spin down)**: -7.81 / -7.85 eV
**2S+1**: 1
**Frontier orbital gap (spin up / spin down)**: 6.76 / 6.78 eV

Model ii:
Molecular formula: H2N3P3
Method: DFT, ωB97M-V with the def2-TZVPD basis set

```
8
Properties=species:S:1:pos:R:3
N 0.89 0.56 0.84
N -1.34 0.26 -0.67
N 0.54 -0.99 -0.96
P 1.43 -1.06 1.20
P -0.99 -1.41 -1.02
P 0.37 0.74 -0.68
H 1.15 1.39 1.31
H -2.05 0.51 -0.04
```

Summary:
**HOMO (spin up / spin down)**: -6.83 / -6.94 eV
**2S+1**: 1
**Frontier orbital gap (spin up / spin down)**: 6.02 / 5.97 eV

We find model i to be the most stable, with the next structure 0.704 eV higher.